Entry from the Open Molecules 2025 dataset: C27H17BrIMnN5O2 as an isolated structure (wB97M-V/def2-TZVPD).

Structure (XYZ):
```
54
Properties=species:S:1:pos:R:3
Mn 0.30 -0.49 0.18
C 3.29 -1.51 -0.05
O 2.32 -0.44 -0.20
C 2.82 0.86 -0.30
C 4.16 1.17 -0.31
C 4.53 2.50 -0.43
C 3.57 3.50 -0.54
C 2.22 3.17 -0.53
C 1.85 1.85 -0.40
N 0.49 1.40 -0.31
N -0.41 2.28 -0.41
C -1.72 2.06 -0.32
C -2.25 0.75 -0.17
O -1.49 -0.30 -0.07
C -3.65 0.57 -0.12
C -4.47 1.65 -0.21
C -3.99 2.99 -0.34
C -4.88 4.07 -0.41
C -4.40 5.35 -0.53
C -3.01 5.57 -0.60
C -2.13 4.52 -0.54
C -2.60 3.21 -0.41
H 3.98 -1.48 -0.89
H 2.73 -2.44 -0.06
H 3.81 -1.39 0.89
H 4.92 0.40 -0.22
H 5.58 2.76 -0.43
H 3.87 4.53 -0.64
H 1.46 3.93 -0.60
H -4.03 -0.44 -0.01
H -5.54 1.50 -0.16
H -5.94 3.88 -0.35
H -5.08 6.19 -0.58
H -2.64 6.58 -0.70
H -1.06 4.70 -0.59
Br 0.96 -6.48 1.28
C 0.69 -5.99 -0.51
C 0.85 -6.95 -1.50
C 0.67 -6.63 -2.83
C 0.31 -5.34 -3.21
C 0.13 -4.37 -2.23
C 0.32 -4.71 -0.90
I 0.02 -3.25 0.55
H 1.13 -7.96 -1.21
H 0.81 -7.39 -3.59
H 0.16 -5.09 -4.25
H -0.17 -3.37 -2.51
N 0.52 -0.39 2.16
C 0.38 -0.60 3.31
C 0.22 -0.84 4.63
C -0.96 -0.35 5.28
N -1.92 0.04 5.77
C 1.22 -1.61 5.31
N 2.05 -2.21 5.82
```

## Properties
ΔE to the lowest compared entry with this formula, charge and spin in kJ/mol: 50.5
HOMO-LUMO gap (spin up / spin down) in Eh: 0.18498 / 0.20473
Spin multiplicity: 5
Charge: +1
LUMO energy (spin up / spin down) in eV: -5.68 / -5.14

---

Entry from the Open Molecules 2025 dataset: C27H18AuN7O8P as an isolated structure (wB97M-V/def2-TZVPD).

Structure (XYZ):
```
62
Properties=species:S:1:pos:R:3
Au -0.26 -0.33 -0.60
N -0.20 -1.47 2.17
C -0.30 0.83 2.70
C -0.21 1.04 4.17
C -0.44 2.25 4.68
C -0.71 3.39 3.83
C -0.76 3.30 2.49
C -0.59 2.00 1.83
P -0.16 2.02 0.04
C -1.37 3.06 -0.76
C -1.13 4.42 -0.93
C -2.12 5.21 -1.51
C -3.33 4.65 -1.90
C -3.56 3.29 -1.73
C -2.58 2.49 -1.17
C 1.47 2.75 -0.05
C 1.97 3.03 -1.32
C 3.27 3.49 -1.46
C 4.07 3.67 -0.34
C 3.57 3.39 0.92
C 2.27 2.92 1.08
H 0.36 -2.28 1.95
H -1.20 -1.43 1.91
H 0.06 0.06 5.80
H -0.43 2.39 5.76
H -0.85 4.35 4.30
H -0.90 4.18 1.87
H -0.19 4.86 -0.64
H -1.94 6.27 -1.65
H -4.09 5.27 -2.34
H -4.49 2.84 -2.04
H -2.76 1.42 -1.06
H 1.35 2.89 -2.20
H 3.66 3.71 -2.45
H 5.09 4.01 -0.45
H 4.19 3.54 1.80
H 1.89 2.72 2.07
O 4.29 0.14 5.27
N 4.87 0.08 4.21
O 6.07 0.13 4.05
C 4.04 -0.08 3.01
C 2.68 -0.17 3.15
C 1.89 -0.30 2.02
C 2.43 -0.36 0.70
O 1.77 -0.42 -0.41
C 3.84 -0.29 0.66
C 4.64 -0.13 1.75
N 4.49 -0.33 -0.66
O 4.22 -1.25 -1.39
O 5.27 0.57 -0.90
N 0.45 -0.32 2.19
O 0.05 -0.10 4.85
O -1.57 0.96 2.13
H 2.24 -0.15 4.13
H 5.72 -0.04 1.65
O -2.25 -0.71 -0.75
N -2.67 -1.23 0.40
C -3.95 -1.20 0.56
C -4.47 -1.77 1.77
N -4.86 -2.23 2.75
C -4.82 -0.55 -0.38
N -5.46 0.03 -1.13
```

## Properties
ΔE to the lowest compared entry with this formula, charge and spin in kJ/mol: 0.0
HOMO-LUMO gap (spin up / spin down) in Eh: 0.29601 / 0.23411
Spin multiplicity: 3
Charge: +1
LUMO energy (spin up / spin down) in eV: -3.51 / -5.97

---

Entry from the Open Molecules 2025 dataset: C27H19Br2N4O3Y as an isolated structure (wB97M-V/def2-TZVPD).

Structure (XYZ):
```
56
Properties=species:S:1:pos:R:3
Y -0.28 -0.14 -0.01
C 0.61 -3.41 1.92
C 0.37 -2.24 2.83
C 0.52 -2.45 4.19
C 0.18 -1.47 5.07
C -0.38 -0.25 4.66
C -0.74 0.79 5.52
Br -0.58 0.69 7.42
C -1.41 1.85 5.00
C -1.72 1.96 3.64
Br -2.82 3.38 2.96
C -1.28 0.97 2.77
O -1.48 0.96 1.50
C -0.57 -0.14 3.30
N -0.19 -1.10 2.40
H 0.67 -3.19 0.87
H -0.27 -4.13 2.03
H 1.48 -3.91 2.29
H 0.84 -3.39 4.53
H 0.31 -1.73 6.10
H -1.62 2.63 5.71
C 3.72 1.39 2.16
C 3.98 2.54 1.45
C 3.30 2.87 0.33
C 2.19 2.07 -0.05
N 1.83 1.02 0.72
C 2.63 0.69 1.73
C 1.34 2.36 -1.20
C 1.70 3.45 -1.97
C 1.05 3.75 -3.18
C 0.01 2.90 -3.53
C -0.43 1.94 -2.64
C 0.30 1.49 -1.57
H 4.27 1.10 2.99
H 4.85 3.18 1.66
H 3.56 3.77 -0.18
H 2.36 -0.18 2.39
H 2.44 4.12 -1.54
H 1.41 4.53 -3.79
H -0.52 3.16 -4.41
H -1.39 1.36 -2.83
O 0.50 -2.10 -0.93
N -0.03 -2.54 -2.05
N -1.12 -1.97 -2.29
O -1.64 -1.03 -1.51
C -1.91 -2.22 -3.50
C -1.73 -3.36 -4.22
C -2.35 -3.47 -5.47
C -3.09 -2.41 -6.03
C -3.22 -1.25 -5.22
C -2.61 -1.16 -3.99
H -1.03 -4.10 -3.96
H -2.10 -4.36 -6.07
H -3.46 -2.47 -7.04
H -3.79 -0.46 -5.58
H -2.64 -0.30 -3.37
```

## Properties
ΔE to the lowest compared entry with this formula, charge and spin in kJ/mol: 70.6
HOMO-LUMO gap in Eh: 0.27604
LUMO energy in eV: -0.16

---

Entry from the Open Molecules 2025 dataset: C27H19BrGeNO5SbSe4Tc as an isolated structure (wB97M-V/def2-TZVPD).

Structure (XYZ):
```
60
Properties=species:S:1:pos:R:3
Tc 0.08 0.39 0.67
O -3.83 -3.22 3.75
C -3.02 -2.55 3.20
C -2.05 -3.01 2.08
O -2.07 -4.05 1.48
C -1.19 -1.85 1.85
C -1.60 -0.75 2.50
O -1.12 0.44 2.22
C -2.74 -1.05 3.43
O -3.32 -0.29 4.13
O -0.21 -1.70 0.89
Se 5.25 1.98 1.26
Sb 4.94 2.32 -1.01
Se 2.18 0.36 1.81
Se 1.60 2.40 0.94
Se 2.27 2.34 -1.27
Br -1.01 0.10 -1.84
C -1.75 1.70 -1.13
C -2.71 2.47 -1.75
C -3.19 3.54 -1.01
C -2.72 3.78 0.27
C -1.75 2.94 0.80
N -1.26 1.92 0.08
H -3.07 2.23 -2.74
H -3.94 4.19 -1.44
H -3.09 4.60 0.87
H -1.36 3.06 1.80
C 0.84 -4.54 1.71
Ge 0.84 -3.28 0.25
C -0.03 -3.70 -1.41
C 0.71 -4.37 -2.39
C 0.12 -4.73 -3.58
C -1.22 -4.43 -3.82
C -1.96 -3.77 -2.85
C -1.38 -3.42 -1.65
C 2.61 -2.46 0.13
C 3.40 -2.69 1.23
C 4.73 -2.21 1.31
C 5.26 -1.53 0.26
C 4.49 -1.27 -0.89
C 5.06 -0.58 -1.99
C 4.32 -0.30 -3.12
C 2.97 -0.70 -3.18
C 2.41 -1.38 -2.13
C 3.14 -1.71 -0.96
H 1.77 -5.11 1.65
H -0.01 -5.22 1.61
H 0.80 -4.05 2.68
H 1.75 -4.60 -2.22
H 0.70 -5.26 -4.33
H -1.68 -4.72 -4.76
H -3.01 -3.56 -3.03
H -1.99 -2.95 -0.88
H 3.03 -3.27 2.06
H 5.32 -2.42 2.20
H 6.29 -1.18 0.30
H 6.12 -0.35 -1.97
H 4.77 0.19 -3.97
H 2.39 -0.50 -4.07
H 1.38 -1.72 -2.22
```

## Properties
ΔE to the lowest compared entry with this formula, charge and spin in kJ/mol: 0.0
HOMO-LUMO gap (spin up / spin down) in Eh: 0.21578 / 0.22531
Spin multiplicity: 2
Charge: +2
LUMO energy (spin up / spin down) in eV: -8.14 / -7.87